Entry 1:
The following is a DFT calculation (ωB97M-V/def2-TZVPD) of a structure of composition C2H6N2O2 in a non-equilibrium geometry.

```
12
Properties=species:S:1:pos:R:3:forces:R:3:mulliken_charge:R:1
C 1.22510 -1.67382 1.25911 0.048 -0.214 -0.058 -0.17
N 1.27719 -1.61634 -0.00548 0.952 -0.122 0.808 -0.23
H 2.03799 -2.09596 1.84228 -0.056 -0.179 -0.008 0.28
H 0.34587 -1.25678 1.73485 0.066 0.127 0.049 0.27
H 0.60380 -0.83246 -0.55539 -1.049 0.498 -1.177 0.37
H 2.12517 -1.94190 -0.45409 0.002 -0.146 -0.005 0.25
N -1.45328 1.78133 -0.66620 0.376 0.251 0.087 -0.50
C -0.59556 0.76830 -0.26236 -0.299 -0.392 0.205 0.69
O -0.10132 0.03506 -1.20034 0.354 -0.017 0.223 -0.73
O -0.41108 0.55950 0.94655 -0.140 0.252 -0.002 -0.71
H -1.58308 2.45255 0.07486 -0.111 0.050 -0.044 0.27
H -1.20258 2.20116 -1.54835 -0.143 -0.108 -0.078 0.23
```
Forces are in eV/Å.

## Properties
* 2S+1: 1
* M: 90.1 g/mol
* maximum force: 1.65 eV Å⁻¹
* total charge: 0
* frontier orbital gap: 0.342 Ha



Entry 2:
The following is a DFT calculation (ωB97M-V/def2-TZVPD) of a cluster of 2 separate species, C13H19N in total in a non-equilibrium geometry.

```
33
Properties=species:S:1:pos:R:3:forces:R:3:mulliken_charge:R:1
C 2.05086 -1.15593 1.26917 -0.498 -0.368 -0.570 0.75
C 3.03713 -0.72805 0.18165 -0.131 0.690 -0.187 -1.26
C 1.96545 -2.65522 1.55487 1.427 -0.879 -0.156 -1.17
H 1.05939 -0.76880 1.00424 0.034 0.050 0.034 -0.54
H 2.33656 -0.63289 2.16694 0.073 0.069 0.488 0.36
H 2.64802 -0.74803 -0.84141 -0.118 -0.333 0.125 0.26
H 3.25364 0.31833 0.37967 0.237 0.229 -0.166 0.31
H 1.17284 -3.28065 1.14344 -0.592 0.628 0.157 0.33
H 4.00425 -1.22411 0.17909 -0.086 -0.342 0.232 0.41
H 2.12281 -2.88056 2.61243 -0.488 0.046 -0.029 0.31
H 2.82910 -3.14351 1.08733 0.171 0.166 0.055 0.31
C -0.17408 2.85646 0.66964 0.486 -0.160 -0.718 -0.61
C 1.35266 2.68702 0.43393 0.364 -0.506 0.324 -0.66
C -0.88943 1.55872 0.52184 1.315 0.342 0.854 0.57
C -1.46289 0.87394 1.62407 -0.444 -0.814 -0.107 -0.81
C -0.85126 0.64188 -0.54055 -0.500 0.241 0.191 1.20
C -1.52564 -0.52383 -0.09301 0.667 -0.156 -1.133 -0.43
C -0.31114 0.70018 -1.84055 -0.152 -0.346 0.217 -0.23
C -1.72580 -1.58577 -0.93196 0.192 -0.177 0.790 -0.75
C -0.60233 -0.34758 -2.69365 0.365 0.172 -0.273 -0.73
C -1.31449 -1.46618 -2.26650 -0.509 0.497 -0.206 -0.48
N -1.80308 -0.36678 1.26698 -0.592 0.709 0.117 0.09
H -0.31106 3.29036 1.64540 -0.450 0.108 0.282 0.38
H -0.55134 3.53954 -0.08626 -0.175 0.263 0.034 0.34
H 1.71527 3.23396 -0.42405 -0.064 0.138 -0.276 0.36
H -1.65074 1.18585 2.63302 0.032 0.388 0.158 0.45
H -2.48551 -0.89739 1.79101 0.263 -0.309 0.003 0.30
H 0.34009 1.49873 -2.17102 -0.238 0.178 0.083 0.46
H -2.08622 -2.50812 -0.51188 -0.468 -0.264 -0.276 0.45
H -0.22397 -0.26319 -3.70422 -0.179 -0.281 -0.056 0.42
H -1.67374 -2.18508 -2.99343 0.454 -0.238 0.116 0.43
H 1.62288 1.63637 0.30547 -0.114 0.111 -0.134 -0.19
H 1.95107 3.01486 1.28658 -0.284 0.149 0.024 0.36
```
Forces are in eV/Å.

## Properties
* 2S+1: 2
* M: 189.3 g/mol
* maximum force: 1.68 eV Å⁻¹
* ⟨S²⟩: 0.78
* total charge: +1
* frontier orbital gap (alpha / beta): 0.340 / 0.241 Ha



Entry 3:
The following is a DFT calculation (ωB97M-V/def2-TZVPD) of the molecule C5H8O2.

```
15
Properties=species:S:1:pos:R:3:forces:R:3:mulliken_charge:R:1
C -1.33060 -0.44858 -0.99472 0.034 0.121 -0.050 -1.04
C -0.62275 -0.66115 0.32546 -0.047 -0.418 0.133 -0.57
C 0.33458 1.59640 0.38360 -0.112 0.736 0.129 -0.79
C 0.70463 0.30489 0.80653 -0.156 -0.114 -0.624 0.94
O 1.09802 -0.06363 1.95060 0.047 0.088 0.092 -0.73
C 1.65398 -0.31242 -0.38539 0.123 -0.198 -0.431 -0.10
O 1.65897 -0.08030 -1.55294 -0.039 -0.042 0.752 -0.43
H -1.97300 0.43655 -0.97374 0.108 -0.123 -0.003 0.31
H -1.96264 -1.32130 -1.19657 0.093 0.108 0.055 0.35
H -0.63066 -0.35283 -1.83050 -0.124 -0.019 0.125 0.30
H -0.17926 -1.65830 0.41835 -0.079 0.121 -0.025 0.37
H -1.26696 -0.50965 1.19194 0.079 0.003 -0.113 0.36
H 0.08823 1.78343 -0.65737 0.075 -0.094 0.171 0.34
H 0.31671 2.43467 1.07786 -0.014 -0.157 -0.088 0.30
H 2.29959 -1.03534 0.14908 0.013 -0.012 -0.122 0.41
```
Forces are in eV/Å.

## Properties
* 2S+1: 1
* M: 100.1 g/mol
* maximum force: 0.76 eV Å⁻¹
* total charge: 0
* frontier orbital gap (alpha / beta): 0.259 / 0.302 Ha



Entry 4:
The following is a DFT calculation (ωB97M-V/def2-TZVPD) of a cluster of 2 separate species, C2H5BrSi in total in a non-equilibrium geometry.

```
9
Properties=species:S:1:pos:R:3:forces:R:3:mulliken_charge:R:1
C 0.27645 -0.79353 0.03650 -0.447 0.022 -0.651 -0.64
C -0.37898 -1.80635 -0.02390 1.196 1.810 0.390 0.12
Si 1.12904 0.84513 -0.01499 -1.702 -1.462 -0.042 0.43
Br -3.45652 0.07164 -0.01945 -0.230 -0.043 0.213 -0.21
H -4.56801 -0.01705 0.87507 0.193 0.051 -0.197 0.20
H -0.96292 -2.62235 0.17583 -1.023 -1.637 -0.010 0.42
H 2.04279 0.64583 0.99365 1.576 0.286 1.876 -0.11
H 0.13398 1.86673 0.23187 -0.161 0.521 -0.055 -0.10
H 1.86521 0.87525 -1.20644 0.598 0.451 -1.524 -0.11
```
Forces are in eV/Å.

## Properties
* 2S+1: 1
* M: 137.1 g/mol
* maximum force: 2.47 eV Å⁻¹
* total charge: 0
* frontier orbital gap: 0.402 Ha